Below is 10 unconnected molecules or ions with the total composition C42H60N10 in a non-equilibrium geometry, with properties calculated with ωB97M-V/def2-TZVPD.

```
112
Properties=species:S:1:pos:R:3:mulliken_charge:R:1
N -0.49 2.17 -4.30 0.17
C -0.21 1.65 -5.54 -0.72
C -1.13 0.66 -5.80 -0.84
C -2.03 0.63 -4.69 0.09
C -1.60 1.57 -3.80 -0.94
H 0.03 2.91 -3.85 0.33
H 0.61 2.01 -6.13 0.39
H -1.04 -0.04 -6.61 0.46
H -2.93 0.04 -4.65 0.57
H -2.01 1.85 -2.84 0.53
N 2.90 3.95 0.84 0.15
C 4.24 3.91 0.53 -0.31
C 4.92 3.54 1.66 -0.91
C 3.96 3.38 2.71 -0.77
C 2.74 3.67 2.16 -0.75
H 2.19 4.29 0.21 0.20
H 4.57 4.11 -0.47 0.44
H 5.98 3.39 1.65 0.40
H 4.16 3.16 3.74 0.49
H 1.76 3.57 2.61 0.96
N -1.80 5.21 5.28 0.00
C -2.48 4.34 6.07 -0.51
C -3.13 3.43 5.27 -0.66
C -2.85 3.83 3.94 -0.08
C -1.98 4.88 3.95 -0.71
H -1.12 5.86 5.64 0.21
H -2.43 4.44 7.14 0.38
H -3.69 2.58 5.60 0.42
H -3.20 3.39 3.02 0.51
H -1.52 5.46 3.17 0.46
N 4.01 0.56 0.79 0.53
C 3.49 0.44 -0.47 -0.02
C 4.00 -0.70 -1.02 -0.58
C 4.78 -1.34 -0.02 -0.97
C 4.72 -0.55 1.11 -0.58
H 3.83 1.38 1.36 0.06
H 2.78 1.16 -0.85 0.10
H 3.78 -1.09 -2.00 0.57
H 5.32 -2.27 -0.06 0.44
H 5.18 -0.70 2.07 0.54
N -1.16 1.85 1.07 0.79
C -1.93 1.36 0.04 -1.91
C -1.24 0.34 -0.53 -0.33
C 0.05 0.25 0.09 0.47
C 0.04 1.22 1.06 -0.94
H -1.35 2.71 1.56 0.12
H -2.97 1.64 -0.06 0.49
H -1.51 -0.21 -1.42 1.00
H 0.84 -0.43 -0.17 0.07
H 0.78 1.63 1.74 0.01
N -3.93 -2.33 -4.97 0.04
C -3.27 -2.44 -3.77 -0.76
C -4.08 -1.94 -2.79 -0.11
C -5.29 -1.52 -3.42 -0.68
C -5.16 -1.76 -4.76 -0.61
H -3.63 -2.80 -5.80 0.22
H -2.31 -2.93 -3.77 0.46
H -3.77 -1.70 -1.79 0.59
H -6.19 -1.23 -2.91 0.42
H -5.82 -1.61 -5.60 0.41
N 0.93 -1.25 -3.45 1.01
C 1.35 -1.54 -4.73 -0.46
C 1.96 -2.77 -4.69 -0.90
C 1.88 -3.23 -3.34 -0.41
C 1.22 -2.28 -2.60 -0.83
H 0.43 -0.40 -3.25 -0.06
H 1.20 -0.76 -5.45 0.44
H 2.41 -3.32 -5.49 0.44
H 2.23 -4.19 -2.98 0.45
H 0.86 -2.28 -1.59 0.34
N 0.44 -0.49 3.74 0.15
C -0.43 0.36 4.35 -0.67
C 0.28 1.45 4.79 -0.53
C 1.64 1.21 4.46 -0.78
C 1.71 0.06 3.72 -0.48
H 0.16 -1.28 3.19 0.31
H -1.46 0.06 4.46 0.46
H -0.12 2.32 5.28 0.48
H 2.38 1.99 4.52 0.64
H 2.50 -0.53 3.29 0.37
N 0.70 3.08 -1.51 1.99
C -0.06 4.21 -1.47 -0.48
C 0.57 5.16 -2.22 -0.79
C 1.70 4.56 -2.82 -0.46
C 1.72 3.25 -2.40 -1.41
H 0.53 2.19 -1.05 -0.49
H -0.92 4.32 -0.83 0.33
H 0.24 6.18 -2.32 0.48
H 2.37 5.06 -3.50 0.51
H 2.41 2.45 -2.64 0.46
C -3.46 -4.85 2.73 -1.48
C -2.51 -4.15 1.75 -0.17
N -1.11 -4.40 2.03 0.14
C -0.28 -3.54 1.22 -0.37
C 1.22 -3.57 1.56 -1.36
C -0.75 -5.81 1.97 -0.79
C -0.63 -6.42 0.58 -0.94
H -3.03 -4.82 3.73 0.35
H -3.65 -5.89 2.48 0.32
H -4.44 -4.37 2.68 0.44
H -2.77 -4.46 0.72 0.22
H -2.74 -3.08 1.78 0.37
H -0.59 -2.50 1.36 -0.14
H -0.37 -3.74 0.13 0.64
H 1.62 -4.58 1.47 0.52
H 1.38 -3.26 2.59 0.36
H 1.73 -2.94 0.84 0.25
H 0.19 -5.94 2.51 0.39
H -1.46 -6.40 2.55 0.48
H -1.46 -6.22 -0.09 0.25
H 0.25 -5.99 0.09 0.21
H -0.39 -7.48 0.65 0.40
```

Computed properties:
**SMILES**: c1cc[nH]c1.c1cc[nH]c1.c1cc[nH]c1.c1cc[nH]c1.c1cc[nH]c1.c1cc[nH]c1.c1cc[nH]c1.c1cc[nH]c1.c1cc[nH]c1.CCN(CC)CC
**Energy above the lowest of the compared OMol25 structures with the same formula, charge and spin**: 0.0 kcal/mol
**HOMO energy**: -7.96 eV
**2S+1**: 1
**Gap between HOMO and LUMO**: 8.4 eV
**Total energy**: -2183.87604 hartree
**Molecular weight**: 705.01 g mol⁻¹
**Charge**: 0

---

Below is a gas-phase ion, C3H10N3 (charge +1) in a non-equilibrium geometry, with properties calculated with ωB97M-V/def2-TZVPD.

```
16
Properties=species:S:1:pos:R:3:nbo_charge:R:1
C 0.32 -0.18 -0.86 0.57
C 0.41 0.61 -2.11 -0.69
C -0.96 0.16 2.31 -0.42
N 0.32 0.50 0.27 -0.37
N 0.28 -1.48 -1.05 -0.71
N 0.20 -0.15 1.46 -0.46
H -0.07 1.49 -2.11 0.25
H -0.05 0.09 -3.03 0.27
H 1.55 0.86 -2.08 0.27
H -0.76 0.13 3.33 0.23
H -1.28 1.11 1.86 0.20
H -1.77 -0.61 2.07 0.21
H 0.66 1.42 0.07 0.40
H -0.17 -1.83 -1.91 0.44
H 0.34 -2.06 -0.23 0.43
H 0.98 -0.06 2.01 0.37
```

Computed properties:
**SMILES**: CNNC(C)=[NH2+]
**Energy above the lowest of the compared OMol25 structures with the same formula, charge and spin**: 58.8 kcal/mol
**HOMO energy**: -14.30 eV
**2S+1**: 1
**Gap between HOMO and LUMO**: 11.0 eV
**Total energy**: -284.28228 hartree
**Molecular weight**: 88.13 g mol⁻¹
**Charge**: +1

---

Below is a molecular structure, C48H44N5NiO2P2S2, with properties calculated with ωB97M-V/def2-TZVPD.

```
104
Properties=species:S:1:pos:R:3:mulliken_charge:R:1
Ni -0.46 0.07 0.65 -1.10
C -3.45 -0.86 -1.14 -1.71
C -2.13 -1.65 -1.18 -0.75
P -1.50 -1.96 0.53 1.13
C -2.92 -2.88 1.23 0.61
C -3.19 -4.12 0.65 -0.92
C -4.30 -4.84 1.05 -0.77
C -5.14 -4.35 2.05 -0.58
C -4.86 -3.13 2.64 -0.64
C -3.76 -2.39 2.23 -0.01
C -0.26 -3.26 0.37 0.59
C 0.46 -3.44 -0.80 -0.47
C 1.49 -4.36 -0.86 -0.49
C 1.81 -5.11 0.27 -0.69
C 1.09 -4.95 1.44 -0.79
C 0.06 -4.02 1.50 -0.45
C -3.30 0.65 -0.92 -0.67
P -2.33 1.19 0.52 1.81
C -3.34 1.05 2.02 0.73
C -4.70 1.33 1.99 -0.67
C -5.45 1.26 3.16 -0.75
C -4.82 0.95 4.37 -0.72
C -3.46 0.70 4.40 -0.48
C -2.72 0.75 3.23 -0.41
C -2.16 2.98 0.31 0.88
C -2.33 3.60 -0.92 -0.34
C -2.15 4.98 -1.04 -0.83
C -1.79 5.73 0.06 -0.61
C -1.60 5.11 1.30 -0.70
C -1.79 3.74 1.42 -0.61
H -4.13 -1.28 -0.40 0.30
H -3.95 -1.01 -2.11 0.49
H -1.37 -1.10 -1.73 0.04
H -2.28 -2.61 -1.68 0.85
H -2.54 -4.52 -0.11 0.36
H -4.50 -5.80 0.60 0.43
H -6.00 -4.93 2.36 0.40
H -5.51 -2.74 3.42 0.48
H -3.56 -1.44 2.71 0.37
H 0.24 -2.84 -1.67 0.09
H 2.05 -4.48 -1.77 0.45
H 2.61 -5.83 0.23 0.42
H 1.33 -5.53 2.32 0.44
H -0.51 -3.89 2.42 0.48
H -4.28 1.12 -0.88 0.93
H -2.78 1.08 -1.78 -0.35
H -5.19 1.61 1.07 0.36
H -6.51 1.47 3.14 0.46
H -5.40 0.90 5.28 0.42
H -2.97 0.47 5.34 0.47
H -1.65 0.54 3.25 0.16
H -2.62 3.04 -1.80 0.42
H -2.30 5.46 -2.00 0.44
H -1.65 6.80 -0.03 0.41
H -1.32 5.69 2.16 0.44
H -1.64 3.27 2.38 0.32
O 4.35 2.19 -0.56 -0.70
C 4.10 2.42 0.74 1.16
C 5.17 2.90 1.50 -0.80
C 5.01 3.14 2.85 -0.40
C 3.78 2.92 3.48 -0.86
C 2.72 2.47 2.74 -1.18
C 2.86 2.21 1.36 0.71
C 1.68 1.74 0.66 -0.71
O 0.53 1.85 1.12 0.21
N 1.86 1.07 -0.56 0.80
N 0.60 0.97 -1.23 0.51
C 0.65 1.42 -2.42 -0.40
S 2.03 2.26 -3.10 -0.03
C 1.37 2.33 -4.79 -0.44
C -0.13 2.47 -4.70 -0.72
S -0.71 1.24 -3.51 0.01
H 3.61 1.69 -0.95 0.23
H 6.12 3.05 1.00 0.50
H 5.86 3.50 3.42 0.42
H 3.67 3.11 4.54 0.46
H 1.76 2.30 3.19 0.38
H 1.65 1.42 -5.31 0.12
H 1.83 3.19 -5.29 0.52
H -0.62 2.26 -5.65 0.51
H -0.42 3.46 -4.35 0.29
C 3.00 -1.23 2.40 -2.05
C 1.68 -1.11 2.05 -0.30
N 1.23 -0.80 0.83 1.13
C 2.17 -0.45 -0.22 0.82
C 3.60 -0.73 0.09 0.48
C 3.95 -1.03 1.38 -0.37
C 4.65 -0.66 -0.90 -0.95
C 4.75 -0.68 -2.25 -0.80
C 3.85 -0.97 -3.36 1.07
C 4.35 -0.80 -4.66 -0.75
C 3.53 -1.12 -5.72 -0.45
N 2.28 -1.58 -5.56 -0.64
C 1.90 -1.71 -4.29 -0.27
N 2.60 -1.44 -3.19 0.10
H 3.28 -1.50 3.41 0.48
H 0.92 -1.32 2.80 0.38
H 1.88 -0.91 -1.16 0.52
H 5.00 -1.17 1.60 0.44
H 5.62 -0.55 -0.43 0.29
H 5.76 -0.50 -2.60 0.34
H 5.35 -0.44 -4.82 0.43
H 3.88 -1.02 -6.74 0.40
H 0.90 -2.08 -4.14 0.47
```

Computed properties:
**Energy above the lowest of the compared OMol25 structures with the same formula, charge and spin**: 45.7 kcal/mol
**HOMO energy**: -8.99 eV
**2S+1**: 1
**Gap between HOMO and LUMO**: 6.2 eV
**Total energy**: -5266.98674 hartree
**Molecular weight**: 907.69 g mol⁻¹
**Charge**: +1

---

Below is a molecular structure, C20H12Cl2F5N2O3Pt in a non-equilibrium geometry, with properties calculated with ωB97M-V/def2-TZVPD.

```
45
Properties=species:S:1:pos:R:3:nbo_charge:R:1
Pt -0.61 1.48 0.68 0.90
C 2.02 0.11 0.13 -0.26
N 1.32 1.38 0.24 -0.42
C 1.90 2.52 0.03 0.14
C 1.12 3.69 0.17 -0.04
C 1.33 5.06 0.05 -0.24
C 0.10 5.66 0.32 -0.34
C -0.81 4.63 0.60 -0.02
N -0.19 3.45 0.51 -0.48
C 2.27 -0.53 1.47 0.06
C 2.93 0.17 2.48 -0.24
C 3.18 -0.43 3.70 -0.22
C 2.78 -1.74 3.93 -0.22
C 2.12 -2.44 2.93 -0.20
C 1.86 -1.84 1.70 -0.21
H 2.97 0.30 -0.39 0.19
H 1.42 -0.55 -0.49 0.24
H 2.95 2.54 -0.26 0.19
H 2.26 5.55 -0.21 0.21
H -0.12 6.72 0.32 0.21
H -1.85 4.69 0.85 0.20
H 3.23 1.20 2.31 0.20
H 3.68 0.13 4.48 0.20
H 2.97 -2.21 4.88 0.20
H 1.79 -3.45 3.10 0.21
H 1.31 -2.37 0.94 0.24
Cl -2.19 -1.69 -1.18 1.28
C -3.76 -2.14 -1.26 -0.72
Cl -4.61 -2.34 0.22 -0.02
C -3.38 0.98 0.17 1.05
O -4.23 0.81 -0.59 -0.47
O -2.70 1.47 1.03 -0.63
H -4.18 -2.27 -2.24 0.25
F -2.07 -4.20 -4.84 -0.34
C -1.63 -3.30 -3.90 0.11
C -1.06 -3.80 -2.72 0.25
F -0.42 -5.00 -2.78 -0.33
C -1.10 -3.14 -1.54 -0.01
F -0.21 -3.35 -0.53 -0.34
C -1.82 -0.90 0.04 -0.34
O -0.83 -0.49 0.81 -0.75
C -2.02 -1.14 -2.95 -0.04
F -1.64 0.17 -2.93 -0.34
C -1.95 -1.95 -4.02 0.22
F -2.14 -1.44 -5.28 -0.34
```

Computed properties:
**Energy above the lowest of the compared OMol25 structures with the same formula, charge and spin**: 341.0 kcal/mol
**HOMO energy**: -4.02 eV
**2S+1**: 1
**Gap between HOMO and LUMO**: 6.4 eV
**Total energy**: -2643.10826 hartree
**Molecular weight**: 689.30 g mol⁻¹
**Charge**: -1

---

Below is a gas-phase ion, C5H15N2 (charge +1) in a non-equilibrium geometry, with properties calculated with ωB97M-V/def2-TZVPD.

```
22
Properties=species:S:1:pos:R:3:nbo_charge:R:1
C -2.86 -0.19 -0.16 -0.62
C 1.73 -1.26 -0.18 -0.42
C 1.09 0.73 1.30 -0.40
C 1.18 0.82 -1.21 -0.42
C -1.56 0.32 0.43 -0.27
N -0.60 -0.52 -0.21 -0.43
N 0.96 -0.06 0.01 -0.09
H -3.57 0.65 -0.03 0.24
H -2.63 -0.55 -1.11 0.23
H -3.40 -0.92 0.46 0.23
H 1.64 -1.45 -1.18 0.22
H 2.89 -1.01 -0.12 0.25
H 1.48 -2.12 0.35 0.24
H 1.88 1.40 1.35 0.24
H 0.19 1.19 1.36 0.23
H 1.14 0.01 2.12 0.23
H 1.13 1.85 -1.05 0.24
H 2.27 0.57 -1.53 0.23
H 0.63 0.42 -2.05 0.26
H -1.45 1.44 -0.02 0.22
H -1.58 0.18 1.52 0.21
H -0.57 -1.50 -0.06 0.38
```

Computed properties:
**SMILES**: CCN[N+](C)(C)C
**Energy above the lowest of the compared OMol25 structures with the same formula, charge and spin**: 90.1 kcal/mol
**HOMO energy**: -14.38 eV
**2S+1**: 1
**Gap between HOMO and LUMO**: 11.6 eV
**Total energy**: -308.64901 hartree
**Molecular weight**: 103.19 g mol⁻¹
**Charge**: +1